(1)
Below is a 2-piece molecular cluster, C3H10N2O overall in a non-equilibrium geometry, with properties calculated with ωB97M-V/def2-TZVPD.

```
! wB97M-V def2-TZVPD RIJCOSX def2/J DEFGRID3
* xyz 1 2
O 5.07580 2.45635 -0.23935
C 4.03061 3.09833 -0.38469
C 4.09208 4.59146 -0.61707
H 3.17160 2.54997 -0.38760
H 3.42763 4.94245 -1.50261
H 5.14146 4.97802 -0.96194
H 4.01705 5.14309 0.30964
N -5.00898 -3.86314 -0.00146
C -4.29217 -2.82964 0.54258
N -2.83846 -2.84611 0.68708
H -4.98767 -3.88514 -0.92535
H -5.32891 -4.70908 0.36067
H -4.50472 -1.83875 0.01864
H -4.61926 -2.55445 1.57418
H -2.57996 -3.21072 1.50054
H -2.39478 -3.26226 -0.11566
*
```

Properties
* electronic energy: -8289.6344 eV
* highest occupied orbital energy (alpha / beta): -0.417 / -0.417 hartree

natural (NBO) population analysis, charges in e, atoms 1 to 8:
1. O -0.51
2. C 0.41
3. C -0.74
4. H 0.12
5. H 0.23
6. H 0.25
7. H 0.25
8. N -0.46

---

(2)
Below is a 2-piece molecular cluster, C7H15O2 overall in a non-equilibrium geometry, with properties calculated with ωB97M-V/def2-TZVPD.

```
! wB97M-V def2-TZVPD RIJCOSX def2/J DEFGRID3
* xyz 0 4
O -0.86957 2.21484 -0.48244
O -1.83781 2.13863 -1.29888
C -1.65448 -2.82820 0.01380
C -0.47987 -1.89385 0.48443
C -0.68206 -0.45590 -0.04380
C 0.22941 0.65455 0.27951
C 0.24451 1.10707 1.67550
C 1.50789 0.69361 -0.49362
C 1.69264 1.91620 -1.35248
H -1.43508 -3.85967 0.38270
H -2.64216 -2.50235 0.42712
H -1.74890 -2.88101 -1.10161
H -0.41140 -1.96252 1.58824
H 0.47121 -2.34558 0.15311
H -0.75069 -0.55253 -1.14660
H -1.67440 -0.16098 0.33104
H 1.22176 1.54548 1.88925
H -0.58159 1.80058 1.89338
H 0.17784 0.30115 2.41617
H 2.34123 0.63640 0.22894
H 1.60055 -0.21030 -1.11787
H 2.65539 1.82181 -1.86147
H 0.92888 2.00512 -2.12016
H 1.69673 2.81745 -0.74426
*
```

Properties
* electronic energy: -11590.5992 eV
* highest occupied orbital energy (alpha / beta): -0.232 / -0.396 hartree

natural (NBO) population analysis, charges in e, atoms 1 to 8:
1. O 0.02
2. O 0.02
3. C -0.61
4. C -0.39
5. C -0.47
6. C 0.13
7. C -0.68
8. C -0.46

---

(3)
Below is C27H39GeN3Sb2V as an isolated structure in a non-equilibrium geometry, with properties calculated with ωB97M-V/def2-TZVPD.

```
! wB97M-V def2-TZVPD RIJCOSX def2/J DEFGRID3
* xyz 0 2
V 0.54532 -0.45811 0.13908
C 5.05392 -0.01581 -2.94302
C 3.68882 -0.11641 -3.16652
C 2.80872 -0.23581 -2.11052
C 3.28502 -0.30551 -0.78752
C 4.67212 -0.19701 -0.57622
C 5.53302 -0.04761 -1.64182
N 2.39822 -0.46951 0.24568
N 2.93422 -0.61201 1.45878
C 2.03832 -0.52731 2.42858
C 2.40932 -0.51461 3.79768
C 1.47672 -0.20091 4.74768
C 0.16032 0.08269 4.34478
C -0.15048 -0.00721 3.00968
N 0.73002 -0.33321 2.06008
H 5.73652 0.07189 -3.77392
H 3.31342 -0.11761 -4.17982
H 1.73512 -0.29691 -2.29502
H 5.03812 -0.24221 0.43808
H 6.59432 0.02869 -1.46152
H 3.43552 -0.73171 4.04308
H 1.74512 -0.14661 5.79228
H -0.59648 0.35539 5.06318
H -1.15608 0.22249 2.66548
C -4.47818 -0.93681 -1.02922
Sb -2.46308 -0.31911 -0.47032
C -2.57918 -1.63361 1.24928
C -3.21448 1.54399 0.49498
C -3.30688 2.61969 -0.52142
C -4.35008 2.56949 -1.44412
C -4.45098 3.46949 -2.48542
C -3.48448 4.44849 -2.63372
C -2.46568 4.53769 -1.70492
C -2.36668 3.65509 -0.63432
C -1.28948 3.85559 0.35848
Sb 0.26172 2.31389 0.21128
C 1.05412 3.02189 -1.66562
C 1.69722 3.39939 1.40908
H -5.16848 -0.66201 -0.23582
H -4.49988 -2.01361 -1.15652
H -4.79038 -0.46881 -1.95522
H -3.22638 -1.22541 2.02358
H -1.57938 -1.81931 1.63168
H -2.98808 -2.57851 0.90318
H -2.54688 1.79939 1.31638
H -4.19678 1.29839 0.89728
H -5.10438 1.80459 -1.33012
H -5.27258 3.40439 -3.18372
H -3.52838 5.14669 -3.45452
H -1.73248 5.32729 -1.79102
H -1.66578 3.82509 1.38138
H -0.80438 4.81469 0.20108
H 1.26662 4.08459 -1.58982
H 0.32662 2.85899 -2.45692
H 1.96762 2.47709 -1.89402
H 1.81982 4.40099 0.99958
H 2.64862 2.87079 1.39148
H 1.34702 3.46659 2.43878
C -1.22408 -4.95391 -1.02462
Ge 0.34762 -4.06851 -0.14822
C 0.30222 -4.40171 1.80558
C 2.01042 -4.90191 -0.87542
C 0.41632 -2.18311 -0.57662
H -1.15738 -6.03431 -0.94662
H -1.26508 -4.69471 -2.07902
H -2.15338 -4.63681 -0.56062
H 0.38352 -5.46381 2.01838
H -0.61528 -4.03681 2.25648
H 1.13922 -3.88981 2.27348
H 2.01832 -5.97891 -0.73442
H 2.87202 -4.47921 -0.36562
H 2.11172 -4.69611 -1.93762
H 0.54872 -2.12261 -1.67442
*
```

Properties
* electronic energy: -128375.8929 eV
* highest occupied orbital energy (alpha / beta): -0.205 / -0.221 hartree

Löwdin population analysis, charges in e, atoms 1 to 8:
1. V 0.42
2. C -0.11
3. C -0.10
4. C -0.07
5. C -0.28
6. C -0.03
7. C -0.10
8. N -0.21

---

(4)
Below is C5H10O as an isolated structure in a non-equilibrium geometry, with properties calculated with ωB97M-V/def2-TZVPD.

```
! wB97M-V def2-TZVPD RIJCOSX def2/J DEFGRID3
* xyz 0 1
C -1.40011 -1.04644 -0.07412
O -0.96427 1.02041 0.85786
C -0.28344 1.02495 -0.33568
C 0.47973 1.97148 0.41677
C 0.13744 -0.35584 -0.61144
C 1.29897 -0.96030 0.18364
H -2.11144 -0.88132 0.79803
H -1.03126 -2.03966 0.08863
H -2.04611 -0.93518 -0.94398
H -0.85420 1.47636 -1.15390
H 1.18720 1.65795 1.17095
H 0.58121 3.01226 0.06730
H 0.32712 -0.50427 -1.69818
H 1.28151 -2.03951 -0.00197
H 1.13916 -0.79319 1.25218
H 2.31933 -0.62623 -0.07170
*
```

Properties
* electronic energy: -7390.4229 eV
* highest occupied orbital energy: -0.361 hartree

natural (NBO) population analysis, charges in e, atoms 1 to 8:
1. C -0.62
2. O -0.51
3. C -0.01
4. C -0.11
5. C -0.18
6. C -0.64
7. H 0.25
8. H 0.20